[1]
Formula: C3H5CuO3
Source: OMol25
Level of theory: ωB97M-V/def2-TZVPD

* HOMO energy (spin up / spin down): -0.2718 / -0.2885 hartree
* energy above the lowest of the compared OMol25 structures with the same formula, charge and spin: 89.0 kcal/mol
* calculated total energy: -53968.011 eV

Geometry as ORCA input:
```
! wB97M-V def2-TZVPD RIJCOSX def2/J DEFGRID3
* xyz 0 1
H 1.728 -1.558 -0.171
O 0.005 1.347 -0.214
C 0.689 0.890 0.871
C -1.167 0.565 -0.468
O 1.864 1.238 0.894
O 0.503 -0.714 0.587
C -0.860 -0.805 0.148
H -1.345 0.524 -1.548
H -2.019 1.051 0.023
H -1.005 -1.645 -0.539
H -1.441 -0.967 1.064
Cu 3.047 0.074 -0.648
*
```

***

[2]
Formula: C3H5F2NO2
Source: OMol25
Level of theory: ωB97M-V/def2-TZVPD

* HOMO energy (spin up / spin down): -0.2914 / -0.2950 hartree
* energy above the lowest of the compared OMol25 structures with the same formula, charge and spin: 124.7 kcal/mol
* calculated total energy: -14207.021 eV

Geometry as ORCA input:
```
! wB97M-V def2-TZVPD RIJCOSX def2/J DEFGRID3
* xyz 0 1
C 0.426 1.128 -1.315
C -0.732 -0.326 0.174
C 0.456 -1.200 0.271
N -0.551 0.816 1.940
O -1.369 0.572 2.727
O -0.770 0.495 -0.945
F 0.314 -2.164 -0.729
F 0.308 -1.893 1.414
H 0.901 0.316 -1.937
H 0.962 1.461 -0.478
H 0.345 2.143 -1.821
H -1.752 -0.641 0.244
H 1.464 -0.707 0.456
*
```